The following is a DFT calculation (ωB97M-V/def2-TZVPD) of a molecular structure, C65H143F12N9O12.

The geometry in XYZ format:
```
241
Properties=species:S:1:pos:R:3:forces:R:3:mulliken_charge:R:1
C 14.0375 7.0512 17.2790 2.1690 -0.5548 -0.3842 -1.5800
C 15.6526 7.1911 17.3472 -2.0534 0.7464 0.0712 0.3537
C 15.9876 8.6674 17.6352 -1.9411 0.5412 -1.4389 -0.8580
O 17.3423 8.9292 17.6425 0.9058 -0.5801 0.2277 -0.0499
C 17.7118 10.1028 16.9962 0.7800 0.9985 -0.2167 -0.8897
N 16.2664 6.3514 18.3609 -0.2986 -0.6077 0.4958 -0.1763
H 17.2750 6.3132 18.2265 -0.1476 -0.1898 -0.1980 -0.0372
H 16.2000 6.5708 20.0957 -0.2694 0.6871 -0.0806 0.1466
H 15.8914 5.4041 18.2877 0.3530 0.2077 -0.1101 0.1693
H 13.5930 7.4722 18.1252 -0.4873 0.4589 1.8554 0.4073
H 13.7473 5.9811 17.2486 0.0917 0.6835 -0.3765 0.3619
H 13.6007 7.6724 16.4905 0.3968 -0.6101 -0.4383 0.4381
H 15.9799 6.8707 16.3622 0.3839 0.3795 -0.3226 0.2758
H 15.5008 9.0510 18.5509 0.1485 -0.5152 0.0025 0.1161
H 15.5249 9.2764 16.8009 0.2067 -0.6316 0.6511 0.4348
H 17.5784 11.0283 17.6045 0.1509 -0.6249 -0.0857 0.2717
H 17.1747 10.2797 16.0673 -0.3589 -0.2103 -0.1778 0.4775
H 18.7603 9.9835 16.7012 -0.0483 0.2554 0.3054 0.1930
C 10.6770 -1.9740 25.9457 -2.0022 1.9093 -1.7188 -1.3554
C 9.9208 -0.8461 26.7087 1.9943 0.0742 -0.2332 0.1243
C 10.8447 -0.0123 27.5894 1.5656 -0.6939 0.2200 -0.7447
O 10.1275 1.1176 27.9939 0.0674 -0.0646 0.3066 -0.4243
C 10.8930 2.1281 28.6968 0.9544 -0.9445 -1.8241 -0.6909
N 9.3133 0.1900 25.7544 -0.3524 -1.0623 -0.5828 -0.2351
H 8.2824 0.0333 25.6753 1.0587 0.3423 -0.3466 0.3752
H 9.4954 1.0957 26.2006 -0.3238 0.2333 0.2435 0.3239
H 9.8047 0.1758 24.8288 -0.8325 -0.1482 0.8327 0.3929
H 11.4030 -1.5455 25.2204 -0.4025 -0.2066 0.4487 0.3921
H 9.8982 -2.5396 25.3783 0.8877 0.0642 0.4302 0.3742
H 11.1967 -2.5786 26.6200 0.6348 -1.0935 1.0428 0.4130
H 9.1668 -1.2584 27.3432 -0.8887 -0.1083 0.0635 0.3249
H 11.7367 0.2922 27.0382 0.0546 0.3420 -0.7048 0.3878
H 11.3836 -0.6480 28.3596 -1.4119 0.5971 -0.0690 0.4672
H 11.3348 1.6443 29.5517 0.0078 0.2208 0.6640 0.3254
H 10.1411 2.8664 28.9106 0.2993 0.5618 0.3166 0.2543
H 11.7624 2.4659 28.0218 -1.3882 -0.0733 0.9195 0.2950
C 22.2555 10.6502 25.5982 -0.8243 -0.2968 0.8716 -1.2609
C 21.7662 11.3180 24.3277 1.5125 -0.4012 -1.1007 1.3432
C 21.1725 12.6729 24.5500 -2.1336 -0.3710 0.5393 -0.5680
O 20.7067 13.2605 23.3274 1.2136 -0.8766 0.8250 -0.2591
C 20.2951 14.5849 23.5354 -0.4085 0.2781 -0.8633 -0.8359
N 22.9767 11.3712 23.3783 -1.5147 -0.6224 1.1457 -0.5144
H 23.6842 11.8474 23.9337 0.0879 0.4318 -0.7048 0.3588
H 23.4737 9.4054 22.6313 -0.5419 -0.1374 -0.2820 0.2266
H 22.5989 11.8941 22.5933 0.7824 0.6023 0.0720 0.2372
H 22.7876 9.7182 25.3307 -0.2549 0.4585 0.2829 0.3945
H 21.4052 10.3965 26.3006 0.8740 0.2252 -0.7869 -0.1049
H 22.9341 11.3313 26.1498 -0.1759 -0.3636 -0.2666 0.4548
H 21.0387 10.7239 23.7908 -0.2556 -0.3430 0.1416 -0.6791
H 21.8366 13.3087 25.0974 0.8132 0.7519 0.0746 0.5761
H 20.2993 12.5271 25.2645 0.5893 0.1756 -0.7275 -0.0150
H 21.0435 15.2235 24.0147 0.1233 -0.1492 -0.0914 0.3235
H 19.3981 14.5782 24.1320 -0.4836 0.2213 0.4472 0.3004
H 20.0365 14.9701 22.5403 0.1474 0.1316 0.3544 0.2650
C 17.7739 2.1199 12.5665 -1.9987 -0.5594 1.6426 -1.3383
C 18.1715 1.9677 14.0533 1.2052 -0.4980 -1.7863 0.3446
C 19.1986 0.8493 14.1728 -0.4700 -1.6535 2.4325 -0.9978
O 20.4651 0.8462 13.5608 -1.3895 1.1341 0.6838 -0.2672
C 20.6763 0.1462 12.3943 1.3428 -0.9917 -0.9594 -0.7494
N 18.6074 3.1311 14.7707 -0.4304 1.5266 1.1190 -0.1663
H 19.0879 4.2006 16.8103 0.0517 -1.7508 -0.8972 0.1819
H 19.5389 3.5581 14.7109 -0.6367 -0.7018 -0.6594 0.0790
H 17.8704 3.8395 14.7962 0.6329 -0.1229 -0.1360 0.1330
H 17.4421 1.1031 12.3327 -0.0602 0.1264 -0.4991 0.3715
H 18.5648 2.3778 11.9071 0.6337 0.5821 -0.4559 0.2885
H 16.8575 2.7526 12.5064 0.8852 -0.1034 -0.3858 0.3776
H 17.3182 1.5466 14.5955 -0.0674 0.2012 -0.0786 0.2338
H 18.6552 -0.1364 14.1765 0.5723 0.5464 -1.0314 0.4479
H 19.4160 0.8876 15.2402 0.4363 0.0793 0.2881 0.3609
H 20.7417 -0.9484 12.5020 -0.0460 0.1287 0.5321 0.2911
H 21.6693 0.5045 12.1311 0.0916 -0.3175 -0.5910 0.2544
H 20.0245 0.2669 11.5400 -0.6299 0.7366 -0.0188 0.3216
C 26.5014 6.9699 18.6589 -1.2163 -1.5934 -0.7899 -1.1905
C 26.1978 8.1748 17.8562 0.2083 0.9889 0.2725 -0.4101
N 26.4115 9.4468 18.5853 0.8415 0.1302 -0.9109 0.1421
C 27.0086 10.5655 18.0122 -0.0904 -1.6771 -1.3609 -0.3816
C 26.7564 11.6192 18.7695 -0.4299 1.0770 1.4805 -0.4441
N 25.9849 11.1386 19.8385 1.3349 0.1382 -0.6332 0.1442
C 25.8991 9.8230 19.7278 -0.9897 0.0484 1.0433 -0.2939
C 25.4123 11.8679 20.9404 1.5312 0.9352 0.3346 -0.2451
H 27.4427 6.9411 19.1545 0.9979 0.1967 -0.0593 0.3893
H 26.4054 6.1354 17.9154 0.2704 0.3805 0.9655 0.3730
H 25.7658 6.8064 19.4224 -0.5774 -0.1931 0.3960 0.2961
H 25.1909 8.2205 17.4421 -0.0960 -0.2680 0.2370 0.4420
H 26.8608 8.1909 17.0223 0.5720 0.3198 -0.6603 0.2981
H 27.5090 10.4298 17.0736 0.1704 0.3105 -0.1075 0.4323
H 27.1425 12.6335 18.7252 -0.4481 -0.2501 -0.0620 0.4528
H 25.5232 9.2253 20.5530 -0.4738 -0.2040 -0.5365 0.5143
H 24.5146 11.4042 21.1670 -2.0485 -0.6040 0.3108 -0.1406
H 25.2668 12.9145 20.6371 0.1468 -0.4154 0.4014 0.3571
H 26.0187 11.7223 21.8438 0.1481 0.6010 -0.3028 0.3108
C 16.8342 12.9035 33.9972 0.4426 -0.5450 -0.7602 -1.3084
C 18.2685 12.4696 33.5827 -0.6415 0.0918 -0.2571 0.1804
C 18.3912 10.9617 33.9211 -0.2940 0.6822 -0.2178 -0.8431
N 19.6183 10.2984 33.4553 2.0325 -1.5857 -1.3385 0.3658
C 19.5539 8.7571 33.5681 -0.4182 0.2501 -1.0888 -0.6798
C 20.4078 7.9304 32.5411 -1.1471 0.6610 1.7719 -1.0723
C 20.3916 8.4037 31.1178 0.9697 0.2127 -0.0642 -0.3220
C 20.8449 9.8672 31.1777 0.6738 -0.0259 0.4988 -0.4153
C 19.8662 10.7079 31.9923 0.0135 0.7919 -0.5986 -1.2008
C 20.8394 10.6365 34.2559 -0.8951 2.2046 0.0149 -0.9445
H 16.7781 13.9839 34.0232 -0.1355 0.2071 -0.2640 0.4056
H 16.7464 12.5924 35.0387 -0.7675 -0.2208 -0.1153 0.3574
H 16.0663 12.4933 33.2728 0.6980 0.3596 1.2326 0.3022
H 18.9370 13.1235 34.1812 0.0970 -0.6600 -0.5444 0.3251
H 18.4071 12.6306 32.4836 -0.0376 0.0614 1.1140 -0.0320
H 17.5969 10.3972 33.4344 -0.2719 0.2437 0.0401 0.2693
H 18.3275 10.8019 34.9886 -0.1167 -0.0551 0.3278 0.6580
H 18.5199 8.5282 33.5155 -1.0690 -0.3410 -0.4269 0.4948
H 19.8399 8.4976 34.5660 0.3282 0.0038 0.6266 0.4100
H 20.1052 6.9010 32.7117 -0.1671 -0.1562 -0.2014 0.3950
H 21.3859 8.0056 32.9689 1.0516 -0.1596 -0.2143 0.5181
H 19.4563 8.2645 30.5910 -0.3185 0.1352 0.1960 0.1162
H 21.1305 7.7980 30.5766 -0.1638 0.2546 -0.0525 0.4065
H 20.9189 10.3546 30.2018 -0.2438 -0.2044 0.0867 -0.2018
H 21.8640 9.8944 31.6163 -0.4007 0.0262 -0.1430 0.5755
H 18.9260 10.6340 31.3917 0.3395 0.3507 0.8851 0.5592
H 20.2115 11.7782 32.0946 -0.4806 -1.2416 -0.5179 0.4805
H 20.5239 10.7213 35.3167 0.5734 -0.6337 -0.5688 0.3310
H 21.1338 11.6630 33.9537 0.1206 -0.6425 0.2286 0.3533
H 21.6044 9.9274 33.9874 0.2901 -0.0673 0.4397 0.4641
C 13.1608 7.5873 27.8454 -0.1052 0.1834 0.1072 -1.5361
C 13.3170 8.3518 26.5098 0.6241 -1.0889 -0.7698 -0.5489
C 14.8024 8.6360 26.2011 0.3646 1.5766 0.8286 0.1239
N 15.0302 9.8364 25.2106 -0.2078 -2.2847 -1.0206 0.3673
C 16.5380 9.7565 24.6462 -1.5373 0.2751 -0.2461 1.6264
C 16.8649 10.8887 23.6679 -2.0444 -1.1571 -0.4316 -0.7600
C 15.8746 10.6796 22.4819 -0.2204 -0.2815 -0.2727 -0.1510
C 14.3500 10.5262 22.8905 1.2278 0.5694 -1.7959 -1.3239
C 14.1351 9.5361 23.9630 1.0577 0.8350 1.2160 -0.2088
C 14.7702 11.1553 25.8334 2.6350 0.3934 -0.7788 -0.6940
H 13.4143 8.2075 28.7050 0.7316 0.0811 -0.1618 0.3410
H 13.6187 6.6025 27.9427 0.6184 0.2535 -0.3527 0.3331
H 12.1465 7.3690 28.1007 -1.1447 -0.0301 -0.4796 0.4913
H 12.7575 9.2755 26.5901 -0.0213 0.3117 0.0240 0.2999
H 12.9080 7.8126 25.6299 -0.1500 0.0207 0.7515 0.3101
H 15.4292 7.8136 25.8522 -0.5132 -0.1236 -0.3069 0.4625
H 15.2690 8.9578 27.1401 0.2540 0.1934 -0.2658 -0.0937
H 16.5549 8.8421 24.0451 0.0051 -0.0546 0.5552 -0.1739
H 17.1477 9.6939 25.5117 0.4292 0.0252 0.7773 -1.2857
H 17.8926 10.8379 23.3415 0.3182 -0.2120 -0.0493 0.2028
H 16.6947 11.8449 24.0914 0.0715 1.0300 0.5862 0.4221
H 16.0806 9.6481 22.0663 0.1956 1.2020 -0.0637 -0.0239
H 16.0122 11.4830 21.7072 -0.2377 -0.9644 0.5824 0.4225
H 13.8889 10.0828 21.9875 -0.0675 0.3389 0.3667 0.4942
H 13.7860 11.4334 23.1012 0.3666 0.3122 -0.0880 0.4466
H 14.4381 8.5643 23.6235 -0.0767 -0.6875 0.1131 0.2161
H 13.0952 9.6095 24.2064 -0.4930 -0.4772 0.6761 0.4893
H 15.6882 11.3821 26.4210 -0.5411 -0.0925 -0.3110 0.0055
H 13.9704 11.2537 26.5132 -1.2804 -0.5317 0.3815 0.4527
H 14.6960 11.8307 24.9835 -0.2315 0.3677 0.4368 0.4212
C 27.3647 0.3312 25.3347 0.8369 -1.0571 0.9353 -1.2080
C 28.1579 -0.7600 26.2622 -4.1502 1.1880 0.1329 -0.3962
C 28.8273 -1.7647 25.5145 4.8610 -2.1143 -0.2990 -0.2059
N 30.1954 -2.4137 26.7120 1.3099 1.0211 -2.7535 0.2116
C 29.8185 -3.0278 27.9952 -1.1584 0.1805 3.2532 -0.3876
C 30.6531 -4.2107 28.2062 2.6257 -2.6685 -1.1805 -0.6724
C 30.8954 -5.6806 27.1690 -2.6954 3.0826 1.2522 -1.0187
C 31.6032 -4.3165 26.9689 3.0636 -5.4245 5.3413 0.4797
C 31.0886 -3.4511 25.9680 -0.9773 1.0050 -2.0482 -0.9141
C 31.2998 -1.3042 26.8560 -3.1700 0.5250 0.4045 -1.2329
H 26.9062 0.9223 26.1025 -0.3917 0.5953 0.2511 0.3821
H 26.5161 -0.1051 24.7562 1.1434 0.3285 -0.0006 0.3507
H 28.1034 1.0038 24.8240 -0.8998 -0.9534 -0.0442 0.3458
H 27.4085 -1.2030 26.9979 0.8096 0.3690 -1.0809 0.3148
H 28.7825 -0.1722 26.8669 1.2460 0.7218 0.5604 0.3284
H 29.5657 -1.4847 24.6995 -0.9555 0.2020 1.0598 0.2899
H 28.4014 -2.7050 25.1790 -0.5477 0.0331 0.5216 0.3557
H 28.8889 -3.5707 28.2108 -1.3396 1.5349 -1.3986 0.3322
H 29.9227 -2.3215 28.9521 0.0595 -1.0033 -2.3743 0.2446
H 27.7862 -10.2169 28.4172 0.0367 0.0295 -0.0369 -0.0415
H 30.4726 -4.8980 29.0892 1.2514 2.0391 -0.5011 0.4111
H 29.8395 -5.8736 26.7948 1.8419 -0.2499 -0.0496 0.3061
H 31.2901 -6.1779 28.0734 -0.2634 -0.7739 -1.4919 0.4070
H 36.1645 -7.6357 19.4114 -0.0257 -0.0138 0.0291 0.0469
H 32.7367 -4.5793 27.1853 -2.0988 1.5681 -0.9822 0.3034
H 30.4513 -4.0331 25.2970 0.0304 0.2842 -0.1738 0.3772
H 31.9494 -3.0068 25.4048 -1.2904 0.0843 0.2993 0.3111
H 30.8860 -0.5551 27.5178 0.1040 0.2670 0.1919 0.3747
H 31.4524 -0.8641 25.8838 0.0289 -0.0343 -0.2972 0.4450
H 32.2082 -1.6642 27.2548 0.7807 -0.8356 0.4965 0.4593
C 16.2350 5.4893 21.6448 0.3370 0.5521 -2.9984 0.1501
O 15.1363 4.7682 21.2321 -0.8706 -0.8073 0.4739 -0.3651
O 16.1478 6.7491 21.0754 0.3736 -0.0571 0.0910 -0.2614
C 16.1888 5.6687 23.1224 0.3969 -0.1048 -0.6121 0.5223
F 16.9336 6.7058 23.4549 0.5678 0.6171 0.9204 -0.2526
F 14.9568 5.8756 23.6170 0.2787 -0.2559 0.0622 -0.2993
F 16.7275 4.5659 23.6279 -0.1062 -0.6925 1.3523 -0.3123
C 15.4385 3.4518 20.7488 -0.8860 1.2725 -1.1279 0.1014
C 14.1243 2.7229 20.7786 0.1393 -0.2924 0.4546 -1.3314
H 14.1627 1.6595 20.6730 0.6179 -0.7937 -0.2224 0.4151
H 13.6822 2.8734 21.7621 -0.3547 0.3449 -0.1511 0.2959
H 13.5171 3.0517 19.9565 -0.6331 0.4797 -0.0140 0.3079
H 16.2034 3.0484 21.3781 0.5560 -0.6765 0.0365 0.4162
H 15.7358 3.6569 19.6941 0.4605 -0.9103 0.5963 0.0023
H 17.1541 4.9285 21.2234 -0.7445 0.8807 1.3943 0.5125
C 17.9153 9.6457 28.5354 -1.2805 1.7057 -0.4168 -0.5736
O 18.9759 10.6713 28.7839 -0.4331 0.8575 -0.1441 0.2230
O 16.8467 10.1257 27.9231 0.4459 -0.4922 0.2408 -0.8093
C 18.6354 8.6069 27.7314 -0.9470 -0.3054 -1.7110 0.7909
F 17.8503 7.5130 27.4786 0.3064 -0.0989 0.9432 -0.3556
F 18.9176 9.0303 26.4979 0.5164 0.8273 -0.9710 -0.0182
F 19.7844 8.2424 28.2460 1.0152 -1.0547 0.7896 -0.2195
C 18.6561 12.0015 28.2297 0.9570 -1.5209 -1.3496 0.0938
C 19.9043 12.8528 28.4392 1.3445 -0.3859 2.2100 -1.0384
H 19.9429 13.4418 29.4113 -0.4647 -0.6754 -0.9902 0.1895
H 20.7677 12.1392 28.5667 -0.7200 0.5862 -0.3645 0.0914
H 20.2165 13.5612 27.6856 -0.4614 0.0697 -0.5326 0.3737
H 17.7499 12.3436 28.6656 -0.6049 0.5665 0.5464 0.5887
H 18.4333 11.9039 27.1301 0.2857 -0.0170 0.9169 -0.4712
H 17.7031 9.1642 29.5006 0.0963 0.0175 0.6204 0.1226
C 20.3337 5.7559 16.8894 -1.6769 0.1108 1.6130 -0.0117
O 20.8367 5.3497 15.7112 0.1250 0.6632 -1.6870 -0.3101
O 19.0675 5.0307 17.2459 2.0042 2.2734 0.1813 -0.2765
C 21.4365 5.4647 17.9947 -1.0057 -0.3380 -0.1514 0.8947
F 22.4095 6.3760 18.1754 -0.1540 0.7553 -0.6484 -0.2365
F 20.7378 5.4376 19.1135 0.1030 -0.2642 1.3938 -0.2276
F 22.1054 4.3129 17.8402 -0.6067 -0.1093 -0.1944 -0.3104
C 20.9520 6.2090 14.5189 -0.0104 -1.1536 -0.3731 -0.1119
C 22.3584 6.6768 14.3073 0.1731 1.9569 0.1616 -1.2113
H 22.7175 7.2653 15.1387 -0.2215 0.5263 0.5696 0.2348
H 23.1645 5.9934 14.2012 0.0914 -1.3327 -0.5136 0.3866
H 22.3641 7.3800 13.4547 0.0304 -0.4436 0.1585 0.3980
H 20.2521 7.0541 14.4762 0.0172 -0.2891 0.6187 0.3132
H 20.7124 5.5598 13.6617 -0.2688 0.0508 0.4778 0.2138
H 19.9163 6.7969 17.0580 1.2375 -0.6316 -0.7171 0.1214
C 22.4664 7.9329 21.6371 0.6414 0.1300 -0.2407 0.0612
O 21.5155 8.5120 20.8559 -0.5010 -0.6788 -1.3407 0.0502
O 23.5743 8.7455 21.9063 0.4805 0.1734 0.1304 -0.5256
C 21.8662 7.3276 22.8758 -1.0358 0.4411 1.7755 0.5425
F 22.8515 6.8991 23.7027 -0.9165 -0.0354 -0.3394 -0.2947
F 21.0649 8.2192 23.6082 1.3167 -0.9768 -0.7692 -0.0239
F 21.0491 6.3217 22.5413 0.5435 0.0890 0.3113 -0.2280
C 20.9161 9.7491 21.1935 1.4273 0.6045 0.2534 1.1248
C 20.3716 10.3692 19.9271 1.0052 0.4412 0.1581 -1.5143
H 19.4070 9.9419 19.6943 -0.3993 0.3844 -0.2233 0.2499
H 20.4290 11.4799 20.0705 -0.7062 -0.9318 -0.3824 0.3555
H 21.0758 10.1012 19.1205 -0.3170 0.2084 0.1860 0.3384
H 21.7619 10.3950 21.5513 -1.0650 -0.4250 0.1283 -0.6772
H 20.1613 9.5499 21.9469 -0.1002 0.4619 0.2049 0.1120
H 22.8265 7.0588 21.0628 0.0165 0.4087 0.1642 0.0866
```
Forces are in eV/Å.

Calculated values
E_LUMO: -9.26 eV
HOMO energy: -10.41 eV
E_tot: -140262.9017 eV
net charge: +4
Kohn-Sham gap: 1.148 eV